1.
Computed, not measured: a molecular structure, C21H26N6O2OsS3, with ωB97M-V/def2-TZVPD.

Last column: Löwdin charge in e.
Atoms and positions in Å:
1 Os 0.65506 -0.51239 -0.75738  1.36
2 O 0.51391 0.06223 3.77920  0.20
3 C -0.25376 -0.92860 4.08355  -0.19
4 C -0.59226 -1.11755 5.44603  0.05
5 C -1.34143 -2.19181 5.78827  0.01
6 C -1.79932 -3.11474 4.79416  0.04
7 C -1.52453 -2.92035 3.45723  0.02
8 C -0.76707 -1.82511 3.05620  -0.01
9 C -0.51670 -1.52524 1.64984  -0.41
10 O 0.34162 -0.57255 1.33204  -0.23
11 N -1.19209 -2.19712 0.77026  0.06
12 N -0.93537 -1.78046 -0.52801  -0.29
13 C -1.51664 -2.58011 -1.42358  -0.92
14 S -1.63120 -2.12854 -3.06987  0.95
15 C -2.00444 -3.81209 -3.64033  -0.45
16 C -2.88018 -4.47005 -2.59565  -0.46
17 S -2.22444 -4.06642 -0.94900  1.04
18 H 0.67250 0.05479 2.78524  0.11
19 H -0.23910 -0.40117 6.17542  0.15
20 H -1.59432 -2.35737 6.82730  0.13
21 H -2.38026 -3.97555 5.09772  0.13
22 H -1.88593 -3.60755 2.70637  0.13
23 H -1.05418 -4.32857 -3.76296  0.10
24 H -2.50447 -3.73704 -4.60381  0.10
25 H -2.86293 -5.55385 -2.69798  0.10
26 H -3.91219 -4.12570 -2.63943  0.09
27 C -0.67919 2.19977 0.26837  -0.14
28 C -1.50427 3.50725 0.06052  -0.13
29 N -1.79463 3.66872 -1.35490  -0.16
30 C -2.62328 2.57282 -1.83177  -0.13
31 C -1.86732 1.22744 -1.60960  -0.15
32 N -0.52564 1.52120 -1.04334  -0.28
33 C 0.22384 2.40624 -1.97336  -0.14
34 C -0.55922 3.74761 -2.12158  -0.12
35 H -1.18023 1.51804 0.95572  0.11
36 H 0.31648 2.41870 0.65860  0.12
37 H -0.94489 4.37324 0.41140  0.13
38 H -2.44194 3.46310 0.61318  0.13
39 H -2.83699 2.72583 -2.88864  0.13
40 H -3.56711 2.57527 -1.28826  0.13
41 H -1.73421 0.68821 -2.54799  0.08
42 H -2.40069 0.58392 -0.90778  0.11
43 H 0.32398 1.89264 -2.92948  0.11
44 H 1.21916 2.57598 -1.56207  0.11
45 H -0.79663 3.93930 -3.16661  0.13
46 H 0.03366 4.58117 -1.74833  0.13
47 C 6.57044 -0.52509 -2.26368  0.00
48 C 5.17861 -0.24923 -1.81360  -0.26
49 C 4.91336 0.56245 -0.69553  0.02
50 C 3.61836 0.71543 -0.29348  -0.08
51 N 2.61442 0.13692 -0.98170  -0.17
52 C 2.95602 -0.59200 -2.07418  -0.78
53 S 1.49108 -1.24071 -2.78770  0.64
54 N 4.17498 -0.81445 -2.49918  0.15
55 H 7.09668 0.40933 -2.46828  0.10
56 H 6.56671 -1.14883 -3.15182  0.09
57 H 7.12206 -1.02989 -1.46726  0.10
58 H 5.71533 1.04823 -0.15756  0.13
59 H 3.34940 1.31009 0.56994  0.13

Net charge ... +2
2S+1 ... 5
ΔE to the lowest compared entry with this formula, charge and spin ... 0.000 eV


2.
Computed, not measured: a molecular structure, C21H26N8O6Pt, with ωB97M-V/def2-TZVPD.

Last column: Löwdin charge in e.
Atoms and positions in Å:
1 Pt 0.16974 0.16995 0.13410  1.48
2 O -3.21567 5.13229 -0.01744  0.17
3 C -3.16965 4.64464 1.21134  -0.47
4 O -3.67411 5.17355 2.15976  0.15
5 C -2.42682 3.34109 1.41061  -0.01
6 C -2.37621 2.76957 2.67243  0.06
7 N -1.66208 1.64330 2.58302  0.05
8 N -1.23417 1.43074 1.32192  -0.05
9 C -1.69617 2.46516 0.60993  -0.13
10 C -1.36363 2.49273 -0.84737  -0.51
11 O -1.75417 3.36472 -1.58186  0.15
12 O -0.63442 1.46941 -1.26551  -0.18
13 H -2.74598 4.57799 -0.67839  0.08
14 H -2.81250 3.11298 3.59769  0.16
15 H -1.48314 0.98465 3.32252  0.16
16 C -0.53112 -1.97322 2.57077  -0.10
17 O -0.54798 -1.68337 1.22169  -0.14
18 H -0.52703 -1.07826 3.19550  0.08
19 H 0.44411 -2.46984 2.73778  0.14
20 H -1.32307 -2.67943 2.82023  0.12
21 N -3.59000 -2.05782 -3.28552  0.18
22 C -2.36881 -2.16463 -2.74211  -0.33
23 C -1.86502 -1.17569 -1.86082  -0.03
24 N -0.65286 -1.30829 -1.36109  -0.07
25 C 0.09384 -2.37703 -1.66163  -0.14
26 C -0.43350 -3.33453 -2.51113  -0.08
27 N -1.63796 -3.24011 -3.04575  0.16
28 H -4.17144 -1.25036 -3.15088  0.12
29 H -3.89648 -2.77619 -3.92124  0.13
30 H -2.42932 -0.29045 -1.60583  0.12
31 H 1.08313 -2.45244 -1.23751  0.09
32 H 0.15147 -4.21072 -2.76533  0.13
33 C 3.37527 1.46199 -4.08802  -0.02
34 C 3.47013 0.07031 -3.43932  -0.58
35 C 4.91074 -0.25329 -3.03085  -0.02
36 C 2.89728 -1.00966 -4.36931  -0.02
37 C 2.62189 0.10552 -2.23488  -0.08
38 N 1.92195 0.17171 -1.32808  0.13
39 H 3.98606 1.45582 -4.99068  0.10
40 H 3.75531 2.23714 -3.42372  0.10
41 H 2.35028 1.70292 -4.36698  0.10
42 H 5.52750 -0.25200 -3.92910  0.10
43 H 4.98669 -1.23874 -2.57112  0.09
44 H 5.30905 0.49535 -2.34676  0.10
45 H 3.50427 -1.03747 -5.27403  0.10
46 H 1.87042 -0.78369 -4.65577  0.10
47 H 2.93512 -1.99691 -3.90813  0.09
48 N 5.96041 -1.05388 4.40500  0.20
49 C 4.83424 -0.35472 4.63724  -0.49
50 O 4.57320 0.20533 5.67629  0.10
51 C 3.81130 -0.28374 3.51208  -0.07
52 C 3.76454 -1.11794 2.40271  0.03
53 C 2.73844 -0.96918 1.48867  -0.12
54 N 1.77834 -0.04797 1.63859  -0.10
55 C 1.83259 0.77716 2.69658  -0.10
56 C 2.82226 0.68338 3.64882  0.05
57 H 6.64339 -1.09331 5.14591  0.14
58 H 6.21208 -1.42876 3.50956  0.10
59 H 4.49150 -1.90136 2.23819  0.13
60 H 2.67247 -1.60237 0.61391  0.10
61 H 1.06518 1.54046 2.75687  0.11
62 H 2.84530 1.34269 4.50600  0.14

Net charge ... +2
2S+1 ... 5
ΔE to the lowest compared entry with this formula, charge and spin ... 1.271 eV


3.
Computed, not measured: a molecular structure, C21H26O17, with ωB97M-V/def2-TZVPD.

Last column: Löwdin charge in e.
Atoms and positions in Å:
1 C 2.71853 -2.72133 0.02031  -0.04
2 C 3.39231 -2.48367 -1.06577  0.00
3 C 3.44416 -1.21172 -1.63367  -0.24
4 C 2.79676 -0.17800 -1.05888  0.08
5 C 2.08811 -0.36418 0.21277  0.04
6 C 2.05494 -1.66825 0.71033  -0.33
7 O 1.52348 -1.84940 1.96904  -0.04
8 O 4.50480 -1.22094 -2.52434  0.05
9 H 2.50249 -3.70411 0.41258  0.07
10 H 4.00422 -3.19249 -1.60386  0.14
11 H 2.80891 0.83134 -1.44289  0.12
12 H 1.62318 0.40158 0.81597  0.11
13 H 2.26683 -1.51361 2.47527  0.17
14 H 5.19538 -1.87279 -2.38364  0.10
15 C -2.50014 2.03349 -2.51373  0.02
16 C -2.01204 0.69030 -2.01145  -0.15
17 O -0.69501 0.33306 -2.56316  0.09
18 C -0.19505 1.51634 -3.05502  -0.45
19 O 0.94457 1.66384 -3.55108  0.14
20 O -1.13932 2.52103 -2.96096  0.01
21 H -3.01261 2.49394 -1.66907  0.14
22 H -3.24893 1.97895 -3.30395  0.13
23 H -2.63013 -0.10474 -2.42856  0.16
24 H -1.90915 0.64601 -0.92722  0.02
25 C -2.40044 2.57436 1.34969  -0.31
26 C -1.93355 3.11202 2.71730  -0.01
27 O -2.78852 4.28459 2.73587  0.07
28 C -3.86150 4.15515 1.92357  -0.55
29 O -4.88084 4.75492 1.92301  0.18
30 O -3.70622 2.99572 1.22475  0.10
31 H -2.57356 1.51632 1.15307  0.14
32 H -1.84275 2.98927 0.51008  0.13
33 H -0.89022 3.42098 2.78135  0.14
34 H -2.16039 2.31107 3.42095  0.14
35 C 0.58275 -3.87097 0.57141  -0.16
36 C 1.48927 -4.20952 1.67572  -0.16
37 O 0.70757 -4.41701 2.88736  0.14
38 C -0.53352 -4.35996 2.54146  -0.59
39 O -1.44454 -4.54871 3.36694  0.12
40 O -0.60770 -4.25237 1.22999  0.10
41 H 0.81187 -4.46209 -0.31527  0.17
42 H 0.57252 -2.81865 0.28745  0.06
43 H 2.47512 -3.74517 1.65136  0.11
44 H 1.87384 -5.20861 1.47071  0.15
45 C -0.39089 -1.38300 1.13180  -0.16
46 C -1.23556 -1.75441 -0.02028  -0.03
47 O -1.82087 -0.48915 -0.30820  0.01
48 C -1.23765 0.48618 0.47461  -0.59
49 O -1.55042 1.60161 0.43411  -0.11
50 O -0.29031 -0.01819 1.09059  0.17
51 H 0.58595 -1.83861 0.96962  0.00
52 H -0.75972 -1.66623 2.11762  0.18
53 H -2.03083 -2.47063 0.18630  0.16
54 H -0.74186 -2.05555 -0.94423  0.16
55 C -0.29578 2.53232 -0.67426  -0.17
56 C 1.17167 1.97578 -0.52907  -0.11
57 O 1.68762 2.46360 -1.72314  -0.02
58 C 1.03501 3.66492 -2.00606  -0.50
59 O 1.40221 4.50702 -2.76713  0.20
60 O -0.18858 3.63362 -1.45669  0.10
61 H -0.60229 2.64257 0.36593  0.12
62 H -0.96224 1.80225 -1.13353  0.09
63 H 1.11342 0.89171 -0.62655  0.06
64 H 1.69564 2.22821 0.39279  0.16

ΔE to the lowest compared entry with this formula, charge and spin ... 27.458 eV


ΔE to the lowest compared entry with this formula, charge and spin of number 3 (C21H26O17)?
27.458 eV


What is the formula in the third record?
C21H26O17


Number 3 is which compound?
C21H26O17